90
Properties=species:S:1:pos:R:3:forces:R:3 method="wB97M-V/def2-TZVPD" orbital_gap_ev=5.6 charge=-1 e_lumo_ev=2.10 largest_force_ev_per_a=4.351 spin_multiplicity=1
F 0.5603 4.5278 1.7431 -1.14 0.91 0.37
C -0.6700 5.0972 1.5958 -0.70 -0.04 -1.38
F -0.8855 6.0733 2.5370 0.65 -1.21 -0.67
F -0.5845 5.8037 0.3812 0.21 -0.39 0.99
C -1.8457 4.0936 1.4481 -0.73 0.54 0.43
C -2.4925 3.5973 2.8016 0.27 0.20 -1.08
P -1.5030 2.1643 3.6796 -0.63 1.17 0.71
C -2.1024 0.8509 2.4241 -0.70 -0.96 -0.64
C -1.2882 -0.4993 2.3872 0.11 0.28 -1.10
C 0.2768 -0.3768 2.5395 0.54 -0.59 0.15
C 1.1028 -1.0000 1.3563 0.05 -0.24 0.98
N 0.9195 -0.3154 0.0723 0.17 0.37 -2.67
C 1.4052 -0.7663 -1.1625 -1.06 2.10 -2.11
C 0.9731 0.2017 -2.2082 -0.27 -0.40 2.67
C 0.1857 1.2801 -1.5311 2.18 -3.57 1.21
C 0.2606 0.8577 -0.1712 -1.41 1.96 0.23
H -1.5242 3.2761 0.7583 -0.01 0.52 0.71
H -2.6507 4.6553 0.8953 0.95 -0.27 0.35
H -2.5103 4.4703 3.4981 -0.18 -0.73 -0.39
H -3.5385 3.2619 2.5751 0.75 0.31 0.20
H -0.3231 2.5192 2.8949 0.25 -0.34 -0.42
H -1.0675 3.1873 4.6600 0.14 0.09 0.28
H -2.7135 1.9387 4.4862 -0.21 -0.11 0.29
H -0.7907 1.2063 4.4706 0.11 -0.04 -0.67
H -3.1561 0.5799 2.7310 0.91 0.33 -0.23
H -2.2135 1.2546 1.3756 0.28 -0.33 0.91
H -1.6770 -1.2374 3.1279 0.31 0.67 -0.38
H -1.4716 -0.9532 1.3679 0.10 0.17 0.95
H 0.5654 -0.9714 3.4508 -0.03 0.59 -0.84
H 0.6668 0.6522 2.7080 -0.65 -0.59 -0.07
H 0.8144 -2.0799 1.2518 0.21 0.91 -0.17
H 2.1978 -0.9652 1.6138 -0.96 -0.04 -0.21
H 2.0118 -1.6862 -1.2758 -0.62 0.84 0.23
H 1.1628 0.1878 -3.2985 0.14 -0.29 0.99
H -0.3163 2.1587 -1.9653 0.44 -0.69 0.49
H -0.1797 1.4091 0.6819 0.40 -0.55 -0.59
C 5.5178 2.0687 -3.5106 0.09 0.08 0.83
C 6.1310 2.6827 -4.7835 0.33 -0.74 0.28
C 5.1402 3.1866 -5.8331 -0.15 0.49 -0.52
F 4.3617 2.2003 -6.3176 0.14 0.05 0.06
F 5.8122 3.7073 -6.8934 0.18 0.00 0.19
F 7.0010 1.7996 -5.3270 -0.15 0.09 -0.17
F 6.8788 3.7533 -4.3847 -0.34 0.19 -0.07
O 5.4377 0.6468 -3.4529 -0.32 -0.02 -1.13
C 4.3254 0.0318 -4.0317 0.04 0.99 1.38
C 4.7010 -0.8824 -5.1991 0.20 -0.41 -0.47
F 5.3286 -0.1967 -6.1789 0.00 0.03 0.20
F 3.5909 -1.4307 -5.7473 -0.09 0.10 0.28
F 3.4154 0.9630 -4.3704 -0.13 -0.41 -0.35
F 3.7606 -0.7093 -3.0563 0.24 -0.40 -0.45
H 6.1997 2.3250 -2.6984 0.12 -0.07 -0.17
H 4.5717 2.5393 -3.2373 -0.03 -0.05 -0.29
H 4.4995 3.9731 -5.4240 0.06 -0.05 0.13
H 5.3627 -1.6851 -4.8668 -0.05 0.06 0.18
C -3.2645 -0.2762 -6.5293 -0.02 0.81 -0.12
C -3.1361 -1.5930 -7.3195 0.78 0.36 0.26
C -4.0400 -2.7408 -6.8682 -0.34 -0.59 -0.15
F -3.7900 -3.1229 -5.6030 0.02 0.07 -0.15
F -3.8313 -3.8315 -7.6520 0.08 0.20 -0.16
F -1.8409 -1.9770 -7.3324 -0.17 -0.17 0.04
F -3.4596 -1.3080 -8.6171 -0.39 -0.10 0.11
O -2.2953 -0.0327 -5.5163 -0.21 -1.06 0.26
C -2.5279 -0.5706 -4.2445 -0.57 1.00 -0.53
C -1.4602 -1.5893 -3.8414 0.67 -0.46 0.28
F -1.4146 -2.6279 -4.7116 -0.14 0.17 -0.13
F -1.7306 -2.1133 -2.6262 -0.28 0.29 -0.05
F -3.7790 -1.0709 -4.1777 0.14 -0.17 0.30
F -2.4926 0.4675 -3.3874 0.25 -0.27 0.07
H -3.0919 0.5222 -7.2531 0.16 -0.17 -0.05
H -4.2804 -0.1082 -6.1671 0.03 -0.31 0.06
H -5.0959 -2.4663 -6.9515 0.05 0.14 -0.03
H -0.4723 -1.1298 -3.8091 -0.14 0.21 0.03
C -0.2526 -4.1465 7.9707 0.71 -0.38 0.20
C -1.7191 -4.0795 8.4388 0.49 0.61 0.36
C -2.7791 -4.0793 7.3367 -0.69 -0.09 -0.26
F -2.6721 -3.0138 6.5252 0.04 -0.11 0.15
F -4.0200 -4.0266 7.8879 0.16 -0.13 0.22
F -1.8740 -3.0150 9.2561 -0.15 -0.05 -0.16
F -1.9371 -5.1860 9.2126 -0.10 -0.19 -0.34
O 0.4647 -2.9181 7.9140 -0.87 0.34 -0.51
C 0.3505 -2.1478 6.7501 0.48 -1.12 0.25
C -0.2929 -0.7848 7.0120 -0.30 0.85 -0.03
F -1.5367 -0.9196 7.5244 0.17 -0.25 0.09
F -0.4093 -0.0921 5.8610 0.38 -0.80 0.53
F -0.2874 -2.8498 5.7949 0.03 0.37 -0.15
F 1.6118 -1.9608 6.3008 -0.11 0.33 0.06
H 0.2758 -4.7229 8.7321 -0.15 0.14 0.12
H -0.1369 -4.7261 7.0531 -0.27 0.17 -0.07
H -2.7196 -4.9902 6.7330 0.13 -0.03 0.08
H 0.3027 -0.1997 7.7168 0.16 -0.17 0.00